{
  "formula": "C78H168N8O10",
  "method": "ωB97M-V/def2-TZVPD",
  "lumo_energy_ev": 0.469,
  "e_homo_ha": -0.28724,
  "energy_ha": -4262.8330,
  "smiles": "CC1(C)CCCC(C)(C)N1O.CC1(C)CCCC(C)(C)N1O.CC1(C)CCCC(C)(C)N1O.CC1(C)CCCC(C)(C)N1O.CC1(C)CCCC(C)(C)N1O.CC1(C)CCCC(C)(C)N1O.CC1(C)CCCC(C)(C)N1O.CC1(C)CCCC(C)(C)N1O.CC(C)O.CC(C)O",
  "total_charge": 0,
  "de_lowest_kj_mol": 0.0,
  "symbols": ["C", "C", "C", "C", "C", "C", "C", "C", "C", "N", "O", "H", "H", "H", "H", "H", "H", "H", "H", "H", "H", "H", "H", "H", "H", "H", "H", "H", "H", "H", "C", "C", "C", "C", "C", "C", "C", "C", "C", "N", "O", "H", "H", "H", "H", "H", "H", "H", "H", "H", "H", "H", "H", "H", "H", "H", "H", "H", "H", "H", "C", "C", "C", "C", "C", "C", "C", "C", "C", "N", "O", "H", "H", "H", "H", "H", "H", "H", "H", "H", "H", "H", "H", "H", "H", "H", "H", "H", "H", "H", "C", "C", "C", "C", "C", "C", "C", "C", "C", "N", "O", "H", "H", "H", "H", "H", "H", "H", "H", "H", "H", "H", "H", "H", "H", "H", "H", "H", "H", "H", "C", "C", "C", "C", "C", "C", "C", "C", "C", "N", "O", "H", "H", "H", "H", "H", "H", "H", "H", "H", "H", "H", "H", "H", "H", "H", "H", "H", "H", "H", "C", "C", "C", "C", "C", "C", "C", "C", "C", "N", "O", "H", "H", "H", "H", "H", "H", "H", "H", "H", "H", "H", "H", "H", "H", "H", "H", "H", "H", "H", "C", "C", "C", "C", "C", "C", "C", "C", "C", "N", "O", "H", "H", "H", "H", "H", "H", "H", "H", "H", "H", "H", "H", "H", "H", "H", "H", "H", "H", "H", "C", "C", "C", "C", "C", "C", "C", "C", "C", "N", "O", "H", "H", "H", "H", "H", "H", "H", "H", "H", "H", "H", "H", "H", "H", "H", "H", "H", "H", "H", "C", "C", "C", "O", "H", "H", "H", "H", "H", "H", "H", "H", "C", "C", "C", "O", "H", "H", "H", "H", "H", "H", "H", "H"],
  "coordinates": [[1.352, 2.692, -4.343], [2.453, 3.558, -5.014], [1.780, 4.660, -5.827], [3.268, 4.205, -3.915], [4.306, 3.321, -3.239], [5.186, 2.597, -4.260], [4.404, 1.896, -5.383], [5.408, 1.680, -6.532], [3.880, 0.491, -4.975], [3.281, 2.708, -5.876], [2.604, 2.132, -6.959], [1.634, 2.281, -3.368], [0.474, 3.295, -4.095], [1.079, 1.837, -4.963], [2.533, 5.329, -6.250], [1.264, 4.204, -6.677], [1.026, 5.234, -5.292], [3.745, 5.111, -4.302], [2.604, 4.499, -3.099], [5.004, 3.960, -2.687], [3.875, 2.671, -2.480], [5.727, 1.827, -3.703], [5.899, 3.298, -4.694], [5.630, 2.554, -7.142], [5.018, 0.870, -7.155], [6.356, 1.272, -6.171], [3.157, 0.138, -5.707], [3.381, 0.549, -4.003], [4.702, -0.214, -4.838], [2.943, 2.637, -7.706], [0.631, -4.356, 3.883], [2.029, -4.721, 3.344], [3.086, -4.378, 4.415], [1.974, -6.232, 3.122], [3.198, -6.840, 2.430], [3.186, -6.143, 1.073], [3.214, -4.586, 1.078], [4.662, -4.088, 1.244], [2.716, -4.154, -0.303], [2.292, -4.063, 2.084], [2.413, -2.664, 2.281], [0.415, -4.654, 4.908], [0.409, -3.283, 3.862], [-0.127, -4.781, 3.219], [2.991, -5.023, 5.290], [4.076, -4.630, 4.029], [3.034, -3.329, 4.699], [1.804, -6.717, 4.084], [1.139, -6.395, 2.437], [4.106, -6.530, 2.950], [3.082, -7.914, 2.307], [2.339, -6.515, 0.493], [4.095, -6.419, 0.526], [4.677, -3.031, 1.505], [5.320, -4.218, 0.382], [5.176, -4.669, 2.017], [1.676, -4.468, -0.450], [3.287, -4.486, -1.167], [2.604, -3.065, -0.300], [1.652, -2.342, 1.778], [-0.953, 2.019, 1.476], [-0.046, 0.751, 1.553], [0.873, 0.890, 2.776], [-0.895, -0.489, 1.826], [-1.589, -1.044, 0.607], [-0.635, -1.280, -0.539], [0.250, -0.019, -0.879], [1.444, -0.542, -1.679], [-0.554, 0.968, -1.695], [0.772, 0.527, 0.381], [1.737, 1.510, 0.158], [-1.432, 2.207, 2.436], [-0.407, 2.903, 1.143], [-1.753, 1.833, 0.755], [1.656, 0.128, 2.781], [1.401, 1.848, 2.805], [0.318, 0.843, 3.715], [-0.143, -1.227, 2.142], [-1.530, -0.342, 2.700], [-2.074, -1.983, 0.898], [-2.389, -0.372, 0.273], [-1.188, -1.576, -1.433], [0.058, -2.083, -0.267], [2.032, -1.156, -0.997], [2.037, 0.287, -2.068], [1.088, -1.145, -2.512], [-0.682, 0.614, -2.725], [-0.017, 1.912, -1.817], [-1.573, 1.130, -1.341], [2.590, 1.124, 0.406], [-0.996, 5.089, -1.189], [0.220, 6.006, -0.948], [0.690, 6.661, -2.266], [-0.209, 7.110, 0.037], [0.959, 7.780, 0.779], [1.699, 6.672, 1.544], [2.302, 5.632, 0.576], [3.463, 6.263, -0.165], [2.716, 4.479, 1.519], [1.241, 5.158, -0.317], [1.704, 4.143, -1.165], [-1.655, 5.407, -1.998], [-0.700, 4.091, -1.541], [-1.518, 4.769, -0.284], [1.129, 5.910, -2.925], [-0.199, 7.073, -2.744], [1.461, 7.407, -2.083], [-0.548, 8.023, -0.474], [-1.077, 6.843, 0.637], [1.652, 8.328, 0.144], [0.552, 8.510, 1.483], [1.055, 6.197, 2.286], [2.496, 7.160, 2.115], [4.297, 6.463, 0.515], [3.253, 7.206, -0.671], [3.856, 5.634, -0.970], [3.368, 4.936, 2.263], [3.263, 3.756, 0.906], [1.847, 3.979, 1.937], [1.292, 3.340, -0.816], [5.508, 1.887, -0.454], [5.974, 0.484, -0.022], [5.620, -0.477, -1.186], [7.501, 0.436, 0.061], [8.046, 0.849, 1.448], [7.330, 0.169, 2.596], [5.802, 0.372, 2.571], [5.214, -0.688, 3.531], [5.431, 1.785, 3.028], [5.350, 0.034, 1.211], [3.949, 0.046, 1.101], [5.563, 2.549, 0.418], [6.111, 2.231, -1.287], [4.423, 1.910, -0.579], [6.092, -0.177, -2.122], [6.015, -1.471, -0.968], [4.534, -0.517, -1.295], [7.906, -0.553, -0.175], [7.942, 1.092, -0.692], [9.120, 0.677, 1.512], [7.815, 1.919, 1.464], [7.772, 0.625, 3.487], [7.546, -0.900, 2.652], [5.728, -0.816, 4.484], [5.225, -1.692, 3.100], [4.157, -0.458, 3.688], [6.082, 2.528, 2.570], [5.475, 1.861, 4.118], [4.395, 2.073, 2.830], [3.742, -0.888, 1.216], [2.074, -2.286, -7.410], [0.852, -2.465, -6.536], [1.071, -1.757, -5.209], [-0.317, -1.800, -7.310], [-1.671, -2.056, -6.651], [-1.920, -3.558, -6.538], [-0.745, -4.390, -5.959], [-0.808, -4.481, -4.433], [-0.901, -5.783, -6.582], [0.573, -3.898, -6.437], [1.638, -4.691, -5.955], [2.291, -1.244, -7.645], [2.962, -2.718, -6.932], [2.062, -2.892, -8.321], [1.683, -2.344, -4.526], [1.447, -0.744, -5.381], [0.131, -1.496, -4.709], [-0.154, -0.720, -7.253], [-0.337, -2.112, -8.355], [-1.635, -1.607, -5.657], [-2.391, -1.498, -7.253], [-2.225, -3.955, -7.505], [-2.728, -3.647, -5.807], [-0.790, -3.497, -3.956], [0.006, -4.996, -3.919], [-1.718, -5.012, -4.142], [-0.256, -6.509, -6.083], [-0.793, -5.904, -7.660], [-1.947, -6.063, -6.403], [1.774, -5.287, -6.700], [-4.517, 3.599, 8.392], [-3.333, 3.765, 7.403], [-2.504, 4.972, 7.861], [-2.441, 2.530, 7.614], [-2.959, 1.315, 6.821], [-3.175, 1.687, 5.333], [-4.084, 2.910, 5.084], [-3.783, 3.356, 3.646], [-5.556, 2.531, 5.311], [-3.709, 3.962, 6.028], [-4.378, 5.176, 5.792], [-5.211, 4.443, 8.291], [-5.151, 2.781, 8.041], [-4.320, 3.486, 9.455], [-2.075, 4.767, 8.842], [-1.685, 5.180, 7.169], [-3.121, 5.870, 7.900], [-1.420, 2.737, 7.283], [-2.421, 2.323, 8.682], [-2.236, 0.499, 6.778], [-3.895, 0.898, 7.192], [-3.627, 0.825, 4.829], [-2.213, 1.708, 4.812], [-4.293, 4.280, 3.360], [-4.092, 2.586, 2.941], [-2.720, 3.594, 3.588], [-6.193, 3.404, 5.446], [-5.635, 1.909, 6.204], [-5.987, 1.919, 4.513], [-3.817, 5.635, 5.156], [-4.759, -0.773, 3.148], [-5.958, -1.157, 2.256], [-6.311, 0.084, 1.422], [-5.458, -2.262, 1.358], [-6.555, -2.958, 0.545], [-7.620, -3.461, 1.506], [-8.160, -2.386, 2.472], [-9.227, -1.433, 1.910], [-8.822, -3.173, 3.627], [-7.020, -1.688, 3.121], [-7.498, -0.697, 3.999], [-3.834, -0.460, 2.648], [-4.470, -1.550, 3.858], [-4.936, 0.165, 3.688], [-6.979, 0.724, 2.000], [-6.871, -0.221, 0.537], [-5.391, 0.596, 1.149], [-4.630, -1.991, 0.695], [-4.944, -3.004, 1.983], [-6.279, -3.844, -0.033], [-6.924, -2.278, -0.226], [-7.210, -4.283, 2.095], [-8.452, -3.853, 0.916], [-9.704, -1.789, 0.995], [-10.026, -1.269, 2.630], [-8.769, -0.475, 1.670], [-8.096, -3.772, 4.185], [-9.358, -2.519, 4.311], [-9.467, -3.964, 3.232], [-7.276, -1.027, 4.875], [-3.267, -5.219, 0.612], [-2.064, -5.363, -0.296], [-0.859, -6.032, 0.399], [-2.359, -6.079, -1.492], [-4.142, -4.835, 0.090], [-3.109, -4.543, 1.456], [-3.471, -6.205, 1.040], [-1.741, -4.362, -0.601], [-0.315, -5.336, 1.038], [-0.078, -6.365, -0.292], [-1.196, -6.946, 0.896], [-2.036, -6.977, -1.377], [-3.652, -1.317, -3.618], [-4.554, -1.290, -2.392], [-4.856, 0.139, -1.969], [-5.736, -2.045, -2.612], [-4.265, -1.006, -4.469], [-3.435, -2.361, -3.877], [-2.706, -0.798, -3.477], [-4.007, -1.801, -1.582], [-5.560, 0.164, -1.140], [-5.412, 0.557, -2.815], [-3.943, 0.680, -1.739], [-5.423, -2.929, -2.833]],
  "lowdin_charge": [-0.014, -0.495, -0.031, -0.145, -0.181, -0.121, -0.484, -0.046, -0.020, -0.116, -0.015, 0.055, 0.082, 0.076, 0.086, 0.079, 0.076, 0.125, 0.077, 0.107, 0.084, 0.104, 0.121, 0.084, 0.076, 0.083, 0.045, 0.066, 0.088, 0.108, -0.024, -0.521, -0.015, -0.146, -0.152, -0.139, -0.489, -0.019, -0.025, -0.081, -0.027, 0.089, 0.074, 0.065, 0.086, 0.067, 0.080, 0.125, 0.097, 0.102, 0.115, 0.106, 0.122, 0.051, 0.087, 0.076, 0.072, 0.096, 0.055, 0.078, 0.006, -0.493, -0.019, -0.132, -0.186, -0.110, -0.473, -0.011, -0.015, -0.086, -0.027, 0.054, 0.071, 0.069, 0.072, 0.071, 0.085, 0.105, 0.113, 0.104, 0.100, 0.111, 0.108, 0.063, 0.069, 0.072, 0.084, 0.057, 0.066, 0.061, -0.024, -0.477, -0.008, -0.132, -0.175, -0.146, -0.506, -0.019, -0.022, -0.093, -0.038, 0.085, 0.056, 0.076, 0.054, 0.085, 0.076, 0.116, 0.113, 0.099, 0.110, 0.120, 0.118, 0.089, 0.069, 0.076, 0.088, 0.066, 0.071, 0.061, -0.014, -0.497, -0.018, -0.133, -0.171, -0.140, -0.488, -0.029, -0.022, -0.081, -0.034, 0.076, 0.081, 0.063, 0.080, 0.080, 0.067, 0.114, 0.117, 0.112, 0.103, 0.123, 0.122, 0.089, 0.065, 0.076, 0.070, 0.089, 0.073, 0.081, -0.048, -0.518, -0.033, -0.128, -0.180, -0.120, -0.487, -0.029, -0.050, -0.115, -0.012, 0.082, 0.083, 0.088, 0.095, 0.061, 0.060, 0.122, 0.123, 0.078, 0.115, 0.117, 0.104, 0.068, 0.081, 0.078, 0.079, 0.086, 0.085, 0.103, -0.029, -0.527, -0.043, -0.130, -0.155, -0.133, -0.490, -0.025, -0.013, -0.115, -0.006, 0.084, 0.061, 0.083, 0.085, 0.086, 0.077, 0.119, 0.115, 0.107, 0.101, 0.083, 0.105, 0.081, 0.080, 0.076, 0.088, 0.067, 0.066, 0.104, -0.036, -0.499, -0.024, -0.149, -0.173, -0.135, -0.484, -0.011, -0.054, -0.098, -0.014, 0.070, 0.097, 0.042, 0.082, 0.067, 0.079, 0.101, 0.111, 0.102, 0.100, 0.119, 0.122, 0.086, 0.076, 0.061, 0.083, 0.073, 0.086, 0.111, -0.048, -0.479, -0.057, -0.048, 0.065, 0.073, 0.085, 0.121, 0.052, 0.073, 0.088, 0.081, -0.055, -0.511, -0.028, -0.039, 0.095, 0.066, 0.067, 0.118, 0.048, 0.093, 0.071, 0.092]
}